(1)
Density functional theory data (the ωB97M-V functional and the def2-TZVPD basis) for the molecule C3H4OS2 at a distorted geometry.

Geometry as XYZ:
```
10
C3H4OS2 | OMol25 | the ωB97M-V functional and the def2-TZVPD basis
S 2.196 0.080 0.068
S -0.463 -1.276 -0.087
O -0.134 1.329 -0.112
C 0.560 0.151 -0.055
C -1.576 1.187 -0.018
C -1.960 -0.295 0.179
H -1.943 1.586 -0.970
H -1.868 1.812 0.883
H -2.310 -0.502 1.204
H -2.676 -0.641 -0.558
```

Properties
**LUMO**: 0.3939 eV
**Energy above the lowest of the compared OMol25 structures with the same formula, charge and spin**: 16.3 kcal/mol
**E_tot**: -988.30623 hartree
**SMILES**: S=C1OCCS1
**Frontier orbital gap**: 0.33442 Ha

Atomic partial charges in e from the natural (NBO) method, atoms 1 to 4:
1. S -0.052
2. S 0.318
3. O -0.486
4. C 0.002


(2)
Density functional theory data (the ωB97M-V functional and the def2-TZVPD basis) for the molecule C3H4OS2 at a distorted geometry.

Geometry as XYZ:
```
10
C3H4OS2 | OMol25 | the ωB97M-V functional and the def2-TZVPD basis
S -2.381 -0.845 1.703
S -0.589 -1.461 1.124
O -0.129 -2.822 1.228
C -0.295 -1.046 -0.607
C -0.140 0.699 -0.234
C -0.088 1.771 0.301
H 0.478 -1.462 -1.243
H 0.268 -0.569 1.893
H -1.163 -1.005 -1.295
H 0.212 2.792 0.318
```

Properties
**LUMO**: 0.1198 eV
**Energy above the lowest of the compared OMol25 structures with the same formula, charge and spin**: 131.0 kcal/mol
**E_tot**: -988.12343 hartree
**SMILES**: C#CC[S@H](=O)=S
**Frontier orbital gap**: 0.34820 Ha

Atomic partial charges in e from the natural (NBO) method, atoms 1 to 4:
1. S -0.430
2. S 1.404
3. O -0.919
4. C -0.629


(3)
Density functional theory data (the ωB97M-V functional and the def2-TZVPD basis) for a cluster of 2 separate species, C3H4P2 in total at a distorted geometry.

Geometry as XYZ:
```
9
C3H4P2 | OMol25 | the ωB97M-V functional and the def2-TZVPD basis
P 1.042 -1.347 1.593
P 2.627 -0.691 0.441
C 0.891 -0.427 0.084
C -0.052 0.533 -0.446
C -1.268 0.820 0.044
H -1.940 1.640 -0.261
H 0.371 1.207 -1.108
H -0.036 -1.941 -1.146
H -1.634 0.206 0.799
```

Properties
**LUMO (alpha / beta)**: -0.9000 / -1.4989 eV
**Energy above the lowest of the compared OMol25 structures with the same formula, charge and spin**: 48.9 kcal/mol
**E_tot**: -799.18882 hartree
**2S+1**: 3
**Frontier orbital gap (alpha / beta)**: 0.21157 / 0.29530 Ha

Atomic partial charges in e from the natural (NBO) method, atoms 1 to 4:
1. P 0.218
2. P 0.307
3. C -0.638
4. C -0.293


(4)
Density functional theory data (the ωB97M-V functional and the def2-TZVPD basis) for a structure of composition C3H4P2S at a distorted geometry.

Geometry as XYZ:
```
10
C3H4P2S | OMol25 | the ωB97M-V functional and the def2-TZVPD basis
S -0.548 1.710 -0.490
P -1.723 0.428 0.840
P -1.913 -1.221 -0.478
C 0.899 0.948 -0.250
C 1.159 -0.419 0.053
C 0.374 -1.480 0.079
H -2.819 1.354 0.635
H 1.719 1.467 -0.726
H 0.544 -2.458 0.239
H 2.307 -0.329 0.098
```

Properties
**LUMO (alpha / beta)**: 0.1089 / -1.6755 eV
**Energy above the lowest of the compared OMol25 structures with the same formula, charge and spin**: 29.5 kcal/mol
**E_tot**: -1197.43498 hartree
**2S+1**: 3
**Frontier orbital gap (alpha / beta)**: 0.26460 / 0.26455 Ha

Atomic partial charges in e from the natural (NBO) method, atoms 1 to 4:
1. S 0.132
2. P 0.102
3. P 0.188
4. C -0.437


(5)
Density functional theory data (the ωB97M-V functional and the def2-TZVPD basis) for a cluster of 2 separate species, C3H4S in total at a distorted geometry.

Geometry as XYZ:
```
8
C3H4S | OMol25 | the ωB97M-V functional and the def2-TZVPD basis
S -3.193 -0.454 -0.288
C -1.788 0.037 0.225
C 1.343 -0.420 -0.533
C 0.981 0.559 0.222
H 1.488 1.212 0.958
H 0.619 -1.092 -1.165
H -1.923 0.716 1.080
H 2.474 -0.558 -0.499
```

Properties
**LUMO (alpha / beta)**: -0.8599 / -0.2998 eV
**Energy above the lowest of the compared OMol25 structures with the same formula, charge and spin**: 111.8 kcal/mol
**E_tot**: -514.66436 hartree
**Frontier orbital gap (alpha / beta)**: 0.27789 / 0.29726 Ha

Atomic partial charges in e from the natural (NBO) method, atoms 1 to 4:
1. S 0.182
2. C -0.372
3. C -0.542
4. C -0.088


(6)
Density functional theory data (the ωB97M-V functional and the def2-TZVPD basis) for the molecule C3H4S2 at a distorted geometry.

Geometry as XYZ:
```
9
C3H4S2 | OMol25 | the ωB97M-V functional and the def2-TZVPD basis
S -1.173 -0.400 0.722
S 1.491 2.388 -1.305
C -0.209 -1.753 0.634
C 0.704 1.061 -0.604
C -0.625 0.995 -0.166
H 1.167 0.105 -0.476
H -0.708 -2.650 0.759
H -1.408 1.838 -0.006
H 0.761 -1.584 0.442
```

Properties
**LUMO (alpha / beta)**: -1.1437 / -1.7792 eV
**Energy above the lowest of the compared OMol25 structures with the same formula, charge and spin**: 62.9 kcal/mol
**E_tot**: -912.96024 hartree
**Frontier orbital gap (alpha / beta)**: 0.26981 / 0.23851 Ha

Atomic partial charges in e from the natural (NBO) method, atoms 1 to 4:
1. S 0.582
2. S -0.012
3. C -0.630
4. C -0.352